This record from the Open Molecules 2025 dataset describes a molecular structure, C37H46ClO5SSi2Sn. The level of theory is ωB97M-V/def2-TZVPD.

```
! RIJCOSX wB97M-V def2-TZVPD def2/J DEFGRID3
* xyz 1 1
C -1.78 3.47 -1.90
S 0.84 0.66 -0.41
H 1.99 6.14 0.23
H -2.57 2.31 -3.54
H -4.26 -1.83 1.33
C 0.96 -2.53 1.41
H -5.90 -1.34 -0.45
H 0.79 4.07 -4.01
C -1.88 -2.27 2.86
H 3.52 5.68 1.01
H -1.12 5.51 -2.24
H -1.11 5.02 -0.53
H 6.02 -2.25 0.20
H 0.57 5.28 2.07
H -2.03 2.76 0.13
H 2.88 -2.32 3.09
Si 0.91 2.68 -1.20
C -2.59 -3.15 -1.33
H 2.07 4.08 -5.24
C -2.69 -7.13 1.85
C 4.52 -2.24 1.77
C 1.85 1.54 -4.18
H -1.86 -4.00 4.15
O -0.45 2.88 -2.08
H -3.68 -5.26 1.49
C -0.31 -5.68 1.78
C -2.45 3.37 -3.25
H 4.42 -2.31 -1.66
Cl 5.71 -2.14 3.03
C -2.72 -5.76 1.63
C 2.71 5.32 0.37
C 4.96 -2.27 0.40
H 4.24 2.74 -4.78
C -2.00 -0.87 2.80
C -2.23 -0.79 5.20
C 3.22 -2.30 2.06
C 1.30 4.50 2.27
C -3.51 -2.87 -2.33
C -2.18 -0.13 3.97
C -2.83 -2.77 0.00
C -1.47 -7.78 2.03
Sn 0.27 -1.01 -1.98
C -2.11 -2.17 5.26
H -3.61 -7.70 1.87
C 1.87 4.04 -4.17
C -1.94 -2.91 4.10
C -1.53 -5.02 1.60
H 3.81 3.43 2.01
H 0.76 1.55 -4.05
H -2.57 1.61 -1.12
C 3.97 2.77 -3.72
C 2.25 -2.37 0.99
C 3.06 3.03 1.31
H 4.39 1.89 -3.23
O 2.22 2.79 -2.13
H -5.41 -1.98 -2.80
H -3.32 -3.18 -3.35
C -4.96 -1.84 -0.70
H -1.71 -3.73 -1.57
C -1.66 4.93 -1.48
H 0.77 -2.52 2.49
H 2.01 4.87 3.02
Si -1.65 -3.22 1.33
H 0.78 3.62 2.69
O 1.88 -2.27 -1.41
O 0.99 3.67 0.07
H 3.59 2.71 0.39
H -2.37 -0.22 6.11
H -1.95 -0.36 1.85
C -4.69 -2.21 -2.02
C 2.67 -2.31 -0.40
H -3.55 3.04 -0.75
H -2.13 -2.68 6.23
H 0.63 -5.14 1.75
H 2.08 1.48 -5.24
C 4.08 -2.30 -0.63
O -0.10 -2.71 0.64
H 2.31 4.93 -3.70
H 4.40 3.66 -3.27
H 2.59 2.15 1.76
C -0.28 -7.06 1.99
C -4.04 -2.12 0.31
H -2.28 0.95 3.92
H 2.25 0.65 -3.69
C 2.47 2.78 -3.57
H -2.66 5.37 -1.35
H -1.44 -8.85 2.19
C 2.03 4.12 1.01
H -1.85 3.87 -4.01
C -2.53 2.67 -0.85
H -3.44 3.83 -3.22
H 0.67 -7.57 2.12
H 3.13 5.05 -0.61
*
```

## Properties
- LUMO level: -4.1 eV
- HOMO: -0.423 Ha